No. 1
76
Properties=species:S:1:pos:R:3:mulliken_charge:R:1 method="wB97M-V/def2-TZVPD" orbital_gap_ev=5.4024 e_tot_ev=-42932.2504 total_charge=+1
C 0.96182 -6.84744 -1.84556 -0.84
O 1.98763 -6.43169 -0.91137 -0.41
C 1.66580 -5.50711 0.03025 0.88
C 2.67816 -5.16318 0.96340 -0.94
C 2.41881 -4.24416 1.95749 0.18
C 1.13349 -3.63523 2.10464 0.28
C 0.86437 -2.64725 3.12655 -0.58
C -0.24032 -1.79149 3.02639 -0.42
C -0.52173 -0.76243 3.91656 -0.43
C -1.60481 0.15439 3.73482 0.60
C -1.68587 1.36597 4.48566 -0.46
C -2.72488 2.24969 4.31474 -0.74
C -3.77022 1.94649 3.40350 0.87
O -4.84747 2.77233 3.39962 -0.39
C -5.96826 2.40919 2.55706 -0.81
C -3.67657 0.78966 2.59004 -0.63
C -2.63214 -0.09537 2.78251 -0.75
C 0.11791 -4.05956 1.20340 -0.69
C 0.38036 -4.91951 0.14769 -0.87
H 1.43920 -7.64207 -2.41991 0.24
H 0.07442 -7.23345 -1.32393 0.36
H 0.67331 -6.01984 -2.50904 0.35
H 3.65492 -5.63535 0.85452 0.46
H 3.22302 -3.96394 2.64476 0.27
H 1.74402 -2.29303 3.68588 0.99
H -0.86945 -1.87671 2.13361 0.51
H 0.14587 -0.59591 4.76421 0.37
H -0.89070 1.59047 5.19850 0.43
H -2.79297 3.17659 4.88083 0.44
H -6.72133 3.16473 2.77798 0.25
H -5.68847 2.44807 1.49474 0.34
H -6.34992 1.40711 2.80198 0.36
H -4.44583 0.57864 1.84193 0.40
H -2.61219 -1.00353 2.18016 0.41
H -0.90353 -3.69365 1.32463 0.51
H -0.39918 -5.15412 -0.58516 0.41
C 2.65953 -2.91393 7.81563 -1.12
N 1.36240 -3.21992 7.25473 0.31
C 1.18034 -3.85280 5.96602 -0.60
C 1.73107 -5.31225 5.83130 2.01
C 1.45131 -6.11404 7.09824 -1.67
C 3.22301 -5.20867 5.54148 -1.48
C 1.02093 -5.98850 4.66887 -2.00
N -0.21506 -3.70832 5.73729 0.37
C -0.90488 -2.96574 6.74695 0.35
C -1.95843 -3.74891 7.55629 -1.17
C -3.15316 -4.23314 6.76829 0.37
C -4.04954 -3.30924 6.21571 -0.26
C -5.17271 -3.75796 5.51070 -0.67
C -5.39868 -5.13198 5.34998 -0.45
C -4.50212 -6.05666 5.90265 -0.69
C -3.39567 -5.60602 6.62760 -0.26
C 0.23148 -2.55791 7.67816 0.26
O 0.14793 -1.78384 8.62563 -0.72
H 2.53926 -2.14483 8.58454 0.43
H 3.09971 -3.80370 8.28031 0.30
H 3.34982 -2.54678 7.04481 0.34
H 1.70914 -3.25936 5.20318 -0.06
H 0.37063 -6.20044 7.27479 0.19
H 1.84972 -7.13063 6.96879 0.46
H 1.92444 -5.67302 7.98359 0.25
H 3.40025 -4.57574 4.65989 0.22
H 3.77075 -4.78285 6.39066 0.29
H 3.63574 -6.20376 5.32785 0.41
H 1.15050 -5.42148 3.73975 0.43
H 1.44589 -6.98964 4.50738 0.53
H -0.05209 -6.10284 4.86827 0.25
H -0.61093 -3.79723 4.81285 0.47
H -1.36678 -2.05882 6.31827 0.15
H -1.47354 -4.60921 8.05093 0.46
H -2.30003 -3.05600 8.34709 0.41
H -3.86724 -2.24074 6.35972 0.44
H -5.87555 -3.03051 5.09844 0.39
H -6.27021 -5.48124 4.79217 0.38
H -4.67195 -7.12893 5.78218 0.38
H -2.70326 -6.31342 7.09115 0.34

No. 2
8
Properties=species:S:1:pos:R:3:mulliken_charge:R:1 method="wB97M-V/def2-TZVPD" orbital_gap_ev="9.3319 / 8.9454" e_tot_ev=-5113.4911 relative_energy_kcal_mol=126.12
C 0.84645 -0.33261 -0.22064 -0.16
C -0.85428 0.42906 0.12764 0.04
N 0.01549 0.57892 -0.90648 -0.45
N -0.03786 -0.66839 0.80027 -0.44
H 0.94005 -1.29061 -0.85919 0.21
H 1.77646 -0.11567 0.14577 0.32
H -0.65717 1.30462 0.82809 0.22
H -2.02915 0.09468 0.08454 0.26

No. 3
9
Properties=species:S:1:pos:R:3:mulliken_charge:R:1 method="wB97M-V/def2-TZVPD" orbital_gap_ev=8.8992 e_tot_ev=-16960.9864 relative_energy_kcal_mol=96.91 smiles="NNOC=S"
C 2.22053 0.34763 0.12304 -0.05
N -0.80329 -0.31171 0.50698 -0.30
N -0.15297 0.13615 -0.58534 -0.27
O 1.35289 -0.26660 -0.77840 -0.21
S 3.81523 -0.21368 0.26485 -0.24
H 1.71068 1.16712 0.72652 0.30
H -1.16916 -1.33699 0.46610 0.23
H -0.49166 0.12316 1.44102 0.27
H -0.60421 -0.28510 -1.45833 0.28

No. 4
21
Properties=species:S:1:pos:R:3:mulliken_charge:R:1 method="wB97M-V/def2-TZVPD" orbital_gap_ev=9.4400 e_tot_ev=-171340.0910 relative_energy_kcal_mol=16.75 smiles="CC(C)(CBr)CO[P@@](=O)(Cl)Br"
O -2.26247 1.70442 -0.30298 -0.55
Cl -1.04867 4.24864 0.36165 -0.21
Br 2.54987 0.86579 3.31149 -0.19
Br -1.80059 2.82982 -2.97778 -0.17
O 0.32068 1.83194 -0.67851 -0.22
C 2.12430 -0.25364 -0.10533 -1.71
C -0.13312 -0.97932 0.41758 -1.87
C 1.34025 -0.40508 2.42200 -1.06
C 0.65507 1.44647 0.75031 -1.38
C 0.98992 -0.05469 0.87389 1.75
P -1.13871 2.51626 -0.82124 0.86
H 2.58907 -1.21279 0.03941 0.44
H 2.92280 0.55612 -0.02989 0.31
H 1.72987 -0.26407 -1.07804 0.45
H -1.11835 -0.65614 0.65903 0.46
H 0.01648 -2.04300 0.74983 0.36
H -0.14602 -0.94622 -0.62375 0.46
H 0.37657 -0.44194 3.05028 0.42
H 1.75624 -1.36755 2.54214 0.54
H -0.08078 1.74744 1.39250 0.74
H 1.47032 1.99025 1.16013 0.55

No. 5
15
Properties=species:S:1:pos:R:3:mulliken_charge:R:1 method="wB97M-V/def2-TZVPD" orbital_gap_ev=7.3853 e_tot_ev=-6814.0966 relative_energy_kcal_mol=159.08
C 1.41396 1.05104 1.16965 -1.29
N -0.78880 1.60160 -0.42992 -0.66
C -0.24877 0.11853 -0.38154 0.27
C 0.93300 0.04226 0.21893 -0.22
C -0.24299 -2.15728 -0.63715 -0.91
C -1.13178 -0.99002 -0.67072 -0.13
H 2.34432 0.71982 1.49034 0.45
H 0.93122 0.90775 2.13442 0.29
H 1.53502 2.07108 0.83063 0.35
H -1.29939 1.58069 0.47413 0.28
H -1.61225 1.46086 -1.11823 0.29
H 1.54436 -0.73282 -0.02334 0.60
H -0.54429 -1.68839 -1.70669 0.13
H -0.65745 -3.13677 -0.42280 0.16
H -2.17616 -0.84835 -0.92771 0.40

No. 6
66
Properties=species:S:1:pos:R:3:mulliken_charge:R:1 method="wB97M-V/def2-TZVPD" spin_multiplicity=5 orbital_gap_ev="5.5360 / 3.0259" e_tot_ev=-62179.0340 relative_energy_kcal_mol=17.06 total_charge=+3
C -0.21728 1.45854 -4.84656 -1.40
I 2.34980 2.58344 -4.54088 0.51
H -1.05698 0.94376 -4.32677 0.36
H 0.28091 0.85588 -5.61667 0.47
H -0.44418 2.50425 -5.12026 0.56
Pd 0.65342 1.23710 -3.04810 -0.60
P 0.77770 -1.04402 -2.84173 1.53
C 2.50836 -1.60188 -2.86805 -1.26
C 0.03136 -2.01146 -1.49558 -1.24
H -0.40433 -2.92888 -1.91559 0.65
H 0.28271 -2.89671 -4.30759 0.48
H -0.75868 -1.43840 -1.00221 0.16
H -1.11399 -1.80816 -4.11021 0.46
H 2.98120 -1.30781 -1.92306 0.28
H 0.77491 -2.27923 -0.73587 0.32
C -0.03127 -1.84942 -4.25881 -1.34
H 2.54657 -2.69280 -2.98633 0.44
H 0.20459 -1.34674 -5.19905 0.41
H 3.03777 -1.11994 -3.69852 0.42
P -0.58420 2.73844 -1.75412 1.56
C 0.34938 4.16902 -1.10901 -1.36
C -1.84596 3.52085 -2.81104 -1.31
H -2.01037 1.29513 -0.42220 0.30
H -2.42160 3.00563 -0.15105 0.59
H -0.97646 2.27783 0.59990 0.20
C -1.59452 2.29769 -0.29984 -1.25
H -2.63548 2.79053 -3.02679 0.43
H -2.28483 4.38097 -2.28660 0.46
H -0.35233 4.93059 -0.73623 0.46
H 0.95782 4.59485 -1.91405 0.43
H -1.39732 3.85382 -3.75326 0.38
H 1.00230 3.85032 -0.28641 0.38
C 2.10108 1.38491 -1.53962 0.49
O 2.95296 2.13150 -1.26857 -0.25
C -2.66052 -3.32299 1.36400 -1.79
C -2.52652 -1.94501 1.92624 1.13
C -3.59428 -1.05728 1.79251 -0.81
C -3.49963 0.24750 2.29346 -0.96
C -2.32572 0.67543 2.90268 -0.72
C -1.22184 -0.19986 2.97554 0.12
N -0.08463 0.33368 3.55984 0.22
C 1.26462 -0.04968 3.52391 -0.25
C 1.89643 -0.22572 4.76531 -0.30
C 3.18164 -0.74678 4.85493 -0.72
C 3.88449 -1.01827 3.67474 -0.64
C 3.29622 -0.80443 2.44187 -0.53
C 2.00216 -0.29602 2.33462 0.03
C 1.45006 0.05600 0.95875 0.73
O 2.29935 -0.02516 -0.01198 -0.91
O 0.24916 0.36058 0.83154 -0.04
C -1.34605 -1.53898 2.56866 1.31
C -0.24588 -2.49966 2.83844 -1.34
H -1.88645 -3.54241 0.62621 0.32
H -2.60211 -4.08536 2.14174 0.44
H -3.62668 -3.42552 0.87179 0.44
H -4.50773 -1.38914 1.28510 0.43
H -4.33534 0.94746 2.18534 0.47
H -2.21664 1.68434 3.30817 0.46
H -0.25056 1.10269 4.22306 0.40
H 1.29811 -0.04221 5.66165 0.46
H 3.61233 -0.98959 5.82604 0.44
H 4.89466 -1.43045 3.68111 0.45
H 3.79151 -1.00871 1.48601 0.43
H 0.57883 -2.32410 2.13639 0.18
H 0.14311 -2.38432 3.85839 0.32
H -0.57518 -3.53565 2.71468 0.49

No. 7
60
Properties=species:S:1:pos:R:3:mulliken_charge:R:1 method="wB97M-V/def2-TZVPD" orbital_gap_ev=8.6550 e_tot_ev=-47250.9146 relative_energy_kcal_mol=40.38 smiles="CCOc1ccc(NC(=O)C[C@@H]2C(=O)N(CC)C(=S)N2CCN2CCOCC2)cc1"
C 2.19257 -4.60413 -6.90490 -1.43
H 3.08843 -4.59383 -7.51912 0.42
H 1.31922 -4.68051 -7.54657 0.33
H 2.21720 -5.47066 -6.25005 0.32
C 2.11720 -3.33137 -6.07630 -0.27
H 2.08739 -2.45138 -6.73443 0.36
O 0.93893 -3.39600 -5.29792 -0.39
C 0.64557 -2.37126 -4.45648 0.71
C -0.52798 -2.50815 -3.71177 -0.77
C -0.92917 -1.53225 -2.82693 -0.41
C -0.15647 -0.38546 -2.66451 0.38
C 1.01254 -0.24509 -3.40161 -0.74
C 1.41551 -1.22416 -4.29169 -0.48
H 2.32935 -1.07931 -4.84567 0.37
H 1.61995 0.64122 -3.27829 0.38
N -0.48345 0.63916 -1.76160 -0.01
C -1.47265 0.67046 -0.83639 0.11
O -2.37659 -0.13019 -0.73745 -0.67
C -1.30275 1.81500 0.16331 -0.96
H -1.01968 2.74458 -0.33206 0.53
H -2.24351 1.95909 0.69304 0.34
C -0.19135 1.43227 1.15824 1.18
N -0.27757 0.06557 1.61420 0.33
C 0.82486 -0.63358 1.29495 0.25
S 1.13244 -2.20519 1.62756 -0.35
N 1.68878 0.20747 0.60866 0.51
C 1.17164 1.45772 0.47810 -0.53
O 1.67700 2.38315 -0.11539 -0.64
C 2.96770 -0.20859 0.07744 -0.76
C 4.04388 -0.20952 1.15585 -1.23
H 3.77884 -0.90696 1.94638 0.33
H 4.99227 -0.51559 0.72457 0.40
H 4.15550 0.78552 1.58043 0.31
H 2.84495 -1.21189 -0.33858 0.48
H 3.22219 0.49460 -0.71879 0.34
C -1.37831 -0.45309 2.37838 -1.17
H -1.25159 -1.53739 2.42400 0.60
H -2.30955 -0.23352 1.85268 0.28
C -1.38674 0.11456 3.80203 -1.21
N -1.62308 1.54920 3.80665 0.80
C -1.06755 2.21779 4.97314 -0.71
C -1.25423 3.72757 4.81186 -0.64
H -0.89593 4.25607 5.69649 0.37
O -2.61197 4.06691 4.66984 -0.42
C -3.17519 3.40232 3.56457 -0.63
C -3.03440 1.88575 3.69715 -0.84
H -3.45948 1.40003 2.81795 0.43
H -3.59277 1.54859 4.58781 0.36
H -4.22681 3.69133 3.53567 0.40
H -2.67925 3.73458 2.63889 0.26
H -0.68998 4.06978 3.92981 0.27
H -0.00170 1.98933 5.04366 0.43
H -1.56330 1.89046 5.90274 0.39
H -2.13900 -0.42771 4.39574 0.39
H -0.40626 -0.07351 4.24694 0.39
H -0.22645 2.11764 2.01550 0.02
H 0.17420 1.40807 -1.76281 0.18
H -1.83453 -1.65261 -2.25679 0.52
H -1.11567 -3.40194 -3.84586 0.42
H 2.99750 -3.25208 -5.42290 0.36

No. 8
28
Properties=species:S:1:pos:R:3:mulliken_charge:R:1 method="wB97M-V/def2-TZVPD" orbital_gap_ev=10.3346 e_tot_ev=-12682.9895 relative_energy_kcal_mol=16.29 smiles=CC(C)(C)C[C@@](C)(O)CO
C -1.15781 -0.21298 -0.61067 1.19
C 1.13784 0.21282 0.71252 2.25
C 0.27377 -0.64773 -0.34143 -1.55
C -1.46502 -0.68422 -2.13090 -0.88
C -2.17476 -0.85868 0.32709 -1.77
C 1.62179 1.50097 0.04823 -1.73
C 0.37162 0.55119 1.98806 -1.85
C 2.35281 -0.64540 1.07533 -1.89
O -1.27881 1.19705 -0.60272 -0.51
O -0.66668 0.02529 -3.03682 -0.52
H -2.21455 1.42346 -0.65811 0.35
H -0.57030 0.92049 -2.67910 0.37
H 0.83831 -0.62204 -1.27441 0.60
H 0.24542 -1.67610 0.01830 0.39
H -1.26545 -1.74768 -2.26959 0.33
H -2.53327 -0.49855 -2.32987 0.39
H -2.07845 -1.94057 0.30338 0.37
H -2.03573 -0.51276 1.34690 0.40
H -3.18813 -0.60120 0.01663 0.49
H 2.20024 1.27725 -0.84641 0.39
H 0.77910 2.12629 -0.23082 0.30
H 2.25922 2.06419 0.72974 0.47
H 0.01214 -0.35190 2.47858 0.33
H -0.46785 1.20650 1.77075 0.31
H 1.02330 1.07414 2.68854 0.50
H 2.04808 -1.55252 1.59503 0.44
H 2.90466 -0.93204 0.18207 0.39
H 3.02852 -0.09526 1.72969 0.44